Entry 1:
The following is a DFT calculation (ωB97M-V with the def2-TZVPD basis set) of a cluster of 2 separate species, C4H8BrN2O2 in total.

ORCA input file:
```
! RIJCOSX wB97M-V def2-TZVPD def2/J DEFGRID3
* xyz 1 1
C 3.700 1.135 -0.208
C -0.389 0.011 0.323
C -0.989 1.224 -0.248
C -1.229 -1.046 0.859
N 2.443 1.418 -0.022
N 0.938 -0.069 0.313
O 1.828 2.388 0.160
O 1.538 -1.172 0.931
Br 4.570 -0.543 -0.211
H 4.344 1.972 -0.199
H -0.621 2.023 0.382
H -2.045 1.213 -0.172
H -0.608 1.359 -1.344
H -0.986 -1.017 1.998
H -0.777 -2.051 0.604
H -2.216 -0.791 0.935
H 2.080 -1.735 0.201
*
```

Its HOMO-LUMO gap (spin up / spin down) is 7.597 / 7.571 eV. Its HOMO energy (spin up / spin down) is -14.3 / -14.3 eV.


Entry 2:
The following is a DFT calculation (ωB97M-V with the def2-TZVPD basis set) of a cluster of 6 separate species, C20H55IN5O5 in total.

ORCA input file:
```
! RIJCOSX wB97M-V def2-TZVPD def2/J DEFGRID3
* xyz -1 1
I 0.485 -0.434 0.469
C -1.951 1.537 -3.069
C -2.264 0.080 -3.359
C -1.131 -0.632 -4.091
O -1.624 -1.959 -4.278
C -0.732 -2.958 -4.761
N -2.550 -0.512 -2.048
H -1.850 2.185 -3.944
H -1.026 1.629 -2.494
H -2.790 1.876 -2.463
H -3.180 0.013 -3.951
H -0.279 -0.694 -3.403
H -0.884 -0.221 -5.076
H -1.329 -3.840 -4.505
H 0.248 -3.024 -4.295
H -0.744 -3.035 -5.853
H -1.708 -0.625 -1.494
H -3.039 -1.380 -2.215
C -4.676 1.526 2.774
C -3.541 1.462 1.793
C -2.900 2.811 1.490
O -2.469 3.565 2.647
C -1.019 3.463 2.646
N -2.609 0.455 2.301
H -4.988 0.582 3.211
H -5.571 1.874 2.245
H -4.354 2.251 3.526
H -3.851 1.041 0.830
H -3.693 3.428 1.042
H -2.149 2.738 0.703
H -0.685 3.806 3.630
H -0.668 4.208 1.930
H -0.655 2.449 2.497
H -1.885 0.201 1.634
H -2.163 0.639 3.190
C 2.527 -1.254 4.235
C 1.530 -2.381 4.412
C 0.213 -1.821 4.970
O -0.729 -2.929 4.862
C -1.663 -3.012 5.904
N 1.351 -2.947 3.059
H 2.257 -0.535 3.463
H 3.508 -1.627 3.928
H 2.741 -0.777 5.199
H 1.767 -3.115 5.189
H -0.214 -1.083 4.284
H 0.310 -1.447 5.991
H -2.539 -2.371 5.740
H -1.288 -2.694 6.884
H -1.992 -4.050 5.960
H 0.501 -3.499 3.221
H 0.902 -2.172 2.555
C 1.901 3.923 0.155
C 1.713 3.683 -1.342
C 2.306 4.757 -2.235
O 1.607 5.958 -1.864
C 1.972 6.988 -2.732
N 2.125 2.297 -1.660
H 1.484 4.891 0.442
H 2.954 4.001 0.443
H 1.418 3.165 0.770
H 0.624 3.610 -1.452
H 1.974 4.494 -3.245
H 3.387 4.861 -2.140
H 1.497 7.931 -2.455
H 1.664 6.847 -3.778
H 3.043 7.211 -2.816
H 1.446 1.943 -2.329
H 1.917 1.675 -0.881
C 0.232 -5.083 -1.320
C 1.732 -4.764 -1.172
C 2.055 -3.739 -2.262
O 3.260 -3.041 -2.013
C 3.673 -2.233 -3.111
N 1.809 -4.079 0.168
H -0.026 -5.933 -0.686
H -0.011 -5.222 -2.383
H -0.477 -4.305 -1.027
H 2.346 -5.658 -1.078
H 1.255 -2.990 -2.341
H 2.203 -4.148 -3.275
H 4.447 -1.580 -2.725
H 2.810 -1.792 -3.617
H 4.060 -2.981 -3.820
H 1.031 -4.370 0.744
H 1.611 -3.109 -0.075
*
```

Its HOMO-LUMO gap is 7.533 eV. Its HOMO energy is -4.9 eV.


Entry 3:
The following is a DFT calculation (ωB97M-V with the def2-TZVPD basis set) of an isolated molecule of C4H10N2O.

ORCA input file:
```
! RIJCOSX wB97M-V def2-TZVPD def2/J DEFGRID3
* xyz 0 1
C 2.082 -1.456 0.811
N 1.229 -0.389 0.273
C -0.082 -0.385 0.858
C -0.989 0.683 0.241
N -1.182 0.408 -1.195
C -1.814 1.441 -1.908
O -2.040 2.538 -1.481
H 1.580 -2.426 0.686
H 2.913 -1.555 0.106
H 2.431 -1.452 1.847
H 1.692 0.475 0.549
H -0.632 -1.322 0.785
H -0.144 -0.094 1.930
H -0.570 1.684 0.428
H -2.007 0.605 0.624
H -0.322 0.137 -1.653
H -2.144 1.108 -2.901
*
```

Its HOMO-LUMO gap is 10.525 eV. Its HOMO energy is -9.5 eV.


Entry 4:
The following is a DFT calculation (ωB97M-V with the def2-TZVPD basis set) of an isolated molecule of C19H16N4OS.

ORCA input file:
```
! RIJCOSX wB97M-V def2-TZVPD def2/J DEFGRID3
* xyz 0 1
C 1.183 4.401 -0.414
C 1.848 3.265 -0.347
C 1.378 1.988 -0.986
N 1.193 0.952 0.001
C 0.060 0.808 0.753
S -1.271 1.914 0.657
C -2.471 1.005 1.708
C -3.117 -0.100 0.940
C -2.679 -1.413 1.087
C -3.262 -2.434 0.354
C -4.286 -2.162 -0.534
C -4.726 -0.847 -0.689
C -5.771 -0.553 -1.596
N -6.616 -0.312 -2.331
C -4.140 0.181 0.046
N 0.134 -0.247 1.518
N 1.323 -0.816 1.280
C 1.978 -0.108 0.387
C 3.286 -0.494 -0.108
C 4.187 0.414 -0.667
C 5.399 -0.004 -1.176
C 5.737 -1.349 -1.138
C 4.881 -2.259 -0.554
C 3.664 -1.851 -0.009
O 2.903 -2.783 0.580
H 1.544 5.297 0.059
H 0.252 4.481 -0.951
H 2.772 3.196 0.211
H 2.094 1.629 -1.731
H 0.412 2.157 -1.475
H -3.192 1.763 2.014
H -1.909 0.635 2.562
H -1.870 -1.624 1.768
H -2.913 -3.448 0.477
H -4.747 -2.952 -1.109
H -4.484 1.197 -0.088
H 3.958 1.467 -0.673
H 6.081 0.718 -1.599
H 6.678 -1.683 -1.546
H 5.135 -3.304 -0.487
H 2.133 -2.350 1.015
*
```

Its HOMO-LUMO gap is 8.751 eV. Its HOMO energy is -8.3 eV.


Entry 5:
The following is a DFT calculation (ωB97M-V with the def2-TZVPD basis set) of a structure of composition C5H11AuO4.

ORCA input file:
```
! RIJCOSX wB97M-V def2-TZVPD def2/J DEFGRID3
* xyz 1 4
C 0.066 -3.614 1.307
O 0.480 -2.979 0.125
H -0.128 -4.667 1.065
H 0.834 -3.562 2.094
H -0.866 -3.163 1.693
O -0.087 3.401 0.120
C 0.193 4.093 -0.939
C -1.873 1.600 -1.519
O -0.593 1.743 -1.674
C 0.279 -1.562 0.054
C 1.240 -0.735 0.903
O 1.092 0.633 0.792
Au 0.280 1.660 -0.112
H 1.258 4.223 -1.204
H -0.449 4.959 -1.170
H -2.533 2.138 -2.220
H -2.243 0.601 -1.228
H 0.439 -1.313 -1.007
H -0.761 -1.332 0.356
H 2.262 -1.059 0.610
H 1.110 -1.064 1.955
*
```

Its HOMO-LUMO gap (spin up / spin down) is 5.786 / 5.494 eV. Its HOMO energy (spin up / spin down) is -11.8 / -13.3 eV.


Calculated total energy across the listed records, respectively: -2990.697594, -1742.634190, -343.139144, -1426.064554, -632.973029 Ha.
ΔE to the lowest compared entry with this formula, charge and spin across the listed records, respectively: 253.8, 216.6, 163.6, 17.1, 535.9 kJ/mol.